No. 1
Molecular formula: C26H28Cl45OP
Method: DFT, ωB97M-V with the def2-TZVPD basis set

The value obtained for the largest force on an atom is 0.1927 hartree/bohr. The spin multiplicity is 1. For the total energy, the calculation gives -22132.0771 Eh. For the HOMO-LUMO gap, the calculation gives 8.349 eV. The energy above the lowest of the compared OMol25 structures with the same formula, charge and spin comes out at 509.5 kJ/mol.

Each line ends with the Mulliken charge.
Atoms and positions in Å:
C 0.03683 -2.42539 -3.11051  -0.585
C -0.89864 -3.46918 -2.84533  0.389
C -1.97888 -4.57354 -2.23323  -0.548
P -2.52347 -4.12464 -0.44302  0.018
C -3.38703 -2.41692 -0.62846  -0.509
C -0.92175 -3.96478 0.65758  -0.220
O -0.51238 -5.32424 0.92489  -0.181
C 0.90899 -5.60130 0.86356  0.645
C 1.39680 -6.99694 1.65184  -0.437
C 2.95117 -7.50210 1.64833  -0.255
C 4.15615 -6.66758 0.84284  -0.604
C 3.69521 -5.26158 0.06779  -0.291
C 2.10438 -4.79550 0.09929  0.098
H 0.96219 -1.68172 -3.02098  -0.002
H -1.46553 -5.65082 -2.30010  0.327
H -2.90428 -4.56891 -2.97263  0.380
H -2.51415 -1.61398 -0.64251  -0.137
H -4.01695 -2.28141 0.36915  0.333
H -4.03520 -2.40612 -1.60165  0.311
H -0.20820 -3.28519 0.04011  0.036
H -1.24352 -3.33771 1.61283  0.255
H 0.58950 -7.66924 2.21692  0.265
H 3.21928 -8.50300 2.19345  0.510
H 5.25181 -7.07408 0.83336  0.279
H 4.50699 -4.63613 -0.51784  0.222
H 1.83817 -3.81772 -0.48786  -0.143
C 4.16114 -0.88661 -3.69446  0.017
Cl 3.42315 -1.94995 -2.48437  -0.049
Cl 2.92741 -0.23950 -4.78920  -0.188
Cl 5.04731 0.43053 -2.90748  -0.107
H 4.86970 -1.47471 -4.28330  0.299
C 3.36918 -9.43024 5.60528  -0.114
Cl 2.85560 -8.54131 7.04948  -0.026
Cl 2.72607 -11.08103 5.62937  -0.108
Cl 2.85346 -8.58289 4.13711  -0.178
H 4.46076 -9.48591 5.60527  0.322
C -1.72090 1.32263 -1.39433  -0.018
Cl -1.69881 2.56454 -2.65800  -0.093
Cl -3.33298 1.20151 -0.66920  -0.146
Cl -1.21516 -0.24302 -2.05194  -0.042
H -1.01313 1.61306 -0.61372  0.248
C 3.73252 1.89532 -7.70911  0.510
Cl 2.78823 3.33806 -7.30111  -0.112
Cl 3.32385 1.32375 -9.33564  -0.133
Cl 5.46769 2.23210 -7.58561  -0.078
H 3.48303 1.10700 -6.99430  -0.158
C 0.17079 6.14534 -1.61799  -0.166
Cl -1.49072 6.52970 -2.09893  0.057
Cl 0.17901 4.95531 -0.30534  -0.080
Cl 1.09754 5.54818 -3.00508  -0.082
H 0.64492 7.06105 -1.25558  0.330
C -0.08864 -7.97373 9.84934  -0.015
Cl -1.03293 -6.53099 10.25734  -0.130
Cl -0.49731 -8.54530 8.22281  -0.108
Cl 1.64653 -7.63695 9.97284  -0.048
H -0.33813 -8.76205 10.56415  0.302
C -5.07061 6.94650 -3.85712  0.498
Cl -5.04852 8.18841 -5.12079  -0.135
Cl -6.68269 6.82538 -3.13199  -0.113
Cl -4.56487 5.38085 -4.51473  -0.130
H -4.36284 7.23693 -3.07651  -0.124
C -2.10700 6.30529 3.12374  0.073
Cl -1.39324 5.36165 4.44273  -0.124
Cl -0.89885 7.38472 2.40645  -0.113
Cl -2.79257 5.23241 1.89150  -0.088
H -2.91398 6.91683 3.53538  0.247
C 0.18520 -14.28399 6.62525  0.279
Cl -1.25262 -13.40343 7.17019  -0.116
Cl 1.17308 -14.77978 8.01002  -0.123
Cl -0.27841 -15.69259 5.65551  -0.124
H 0.78134 -13.61569 5.99865  0.082
C 0.77046 6.38394 -9.34975  0.459
Cl -0.20914 7.24904 -8.15324  -0.103
Cl -0.26773 5.56912 -10.53191  -0.118
Cl 1.88503 7.49601 -10.16248  -0.126
H 1.36000 5.62537 -8.82854  -0.101
C -8.19330 10.30212 -1.65854  0.086
Cl -9.85482 10.68647 -2.13948  -0.134
Cl -8.18508 9.11209 -0.34589  -0.113
Cl -7.26655 9.70495 -3.04563  -0.028
H -7.71917 11.21782 -1.29614  0.197
C -6.68353 10.27209 3.14360  -0.027
Cl -6.66145 11.51400 1.87994  -0.094
Cl -8.29561 10.15097 3.86873  -0.119
Cl -6.17780 8.70644 2.48599  -0.093
H -5.97576 10.56253 3.92422  0.341
C 8.42140 2.96562 -5.28837  0.010
Cl 8.46988 1.19975 -5.15047  -0.106
Cl 6.78906 3.57079 -4.95898  -0.078
Cl 9.59426 3.70800 -4.18711  -0.127
H 8.68976 3.23854 -6.31216  0.300
C 5.67693 -6.81282 11.06890  0.011
Cl 4.69732 -5.94772 12.26541  -0.122
Cl 4.63873 -7.62764 9.88674  -0.081
Cl 6.79149 -5.70075 10.25617  -0.125
H 6.26646 -7.57139 11.59011  0.300
C -2.96333 10.84484 -3.19098  -0.068
Cl -2.49612 12.11362 -2.04574  -0.136
Cl -2.66042 9.24139 -2.50069  -0.085
Cl -4.66728 11.01452 -3.64627  -0.085
H -2.35383 10.95266 -4.09183  0.315

=====

No. 2
Molecular formula: C26H28ClF5InN2O3
Method: DFT, ωB97M-V with the def2-TZVPD basis set

The value obtained for the largest force on an atom is 0.0702 hartree/bohr. The spin multiplicity is 1. Its net charge is -1. For the total energy, the calculation gives -2492.4512 Eh. For the HOMO-LUMO gap (alpha / beta), the calculation gives 4.165 / 4.418 eV.

Each line ends with the natural charge from an NBO analysis.
Atoms and positions in Å:
In 0.12572 -0.03998 -0.07125  1.137
Cl 1.79493 -0.12962 -1.74640  -0.688
N 0.09675 2.14850 0.07658  -0.616
N -0.04233 -2.22925 0.23540  -0.607
C -0.89468 2.91805 -0.32743  0.653
C -0.84074 -3.00212 -0.47006  0.641
C 1.21748 3.01032 0.54421  0.064
C 0.51184 4.35205 0.69988  -0.080
C 2.29459 3.11679 -0.52283  -0.614
C 1.77041 2.46331 1.84667  -0.613
H 1.83870 3.40374 -1.48092  0.209
H 2.82819 2.17153 -0.66221  0.250
H 3.00011 3.90371 -0.22339  0.196
H 0.95817 2.37046 2.57052  0.242
H 2.51625 3.15902 2.24842  0.198
H 2.24091 1.47996 1.71318  0.232
C 0.94953 -3.07688 0.95476  0.058
C 0.68062 -4.45365 0.35823  -0.079
C 0.63424 -3.02104 2.43948  -0.609
C 2.36436 -2.60324 0.67988  -0.612
H 2.57284 -2.62553 -0.39303  0.230
H 3.06266 -3.27841 1.18660  0.197
H 2.53773 -1.58456 1.05087  0.237
H -0.33527 -3.50266 2.62439  0.212
H 0.56669 -1.98468 2.78262  0.260
H 1.40992 -3.55443 3.00470  0.196
O -0.50094 -4.27814 -0.51215  -0.490
H 0.41906 -5.21271 1.10678  0.192
H 1.50223 -4.82498 -0.26906  0.189
O -0.75746 4.19906 -0.04455  -0.487
H 1.03925 5.20566 0.25636  0.191
H 0.26080 4.56785 1.74845  0.202
C -2.10186 2.46714 -1.08185  -0.489
C -2.05763 -2.54869 -1.20201  -0.485
C -1.77143 -1.25740 -1.90246  -0.082
H -2.86621 -2.41896 -0.46575  0.240
H -2.34661 -3.34574 -1.89124  0.233
C -1.99255 -0.04091 -1.19126  -0.510
C -1.80351 1.20810 -1.84883  -0.074
H -2.52531 -0.06608 -0.22113  0.242
C -1.27604 1.22955 -3.13775  0.008
C -0.98454 0.02230 -3.77605  -0.316
C -0.95396 2.52660 -3.82488  -0.630
C -1.22939 -1.21506 -3.18502  0.019
H -0.54472 0.05138 -4.77496  0.190
C -0.85492 -2.48181 -3.90164  -0.633
H -0.55642 -2.24417 -4.92898  0.211
H -1.69305 -3.18809 -3.94560  0.201
H -0.00434 -2.98388 -3.41558  0.218
H -1.80010 3.22464 -3.80931  0.201
H -0.69862 2.32777 -4.87212  0.212
H -0.08498 3.02649 -3.36824  0.213
H -2.41036 3.28281 -1.74368  0.238
H -2.90386 2.30471 -0.34653  0.246
F 0.27386 0.82046 7.81879  -0.319
C -0.25028 0.64876 6.59405  0.169
C -0.43584 1.75489 5.75982  0.254
F -0.18592 2.99804 6.22988  -0.319
C -0.83477 1.57258 4.45512  0.227
F -1.02978 2.64675 3.64661  -0.341
C -0.93270 0.26118 3.87385  0.298
O -0.85540 0.03941 2.62867  -0.732
C -1.06405 -0.78679 4.85930  0.199
F -1.56679 -1.98036 4.47395  -0.326
C -0.61932 -0.62105 6.14993  0.263
F -0.50138 -1.67776 6.98171  -0.317

=====

No. 3
Molecular formula: C26H28CoN2S2Si
Method: DFT, ωB97M-V with the def2-TZVPD basis set

The value obtained for the largest force on an atom is 0.1014 hartree/bohr. The spin multiplicity is 5. Its net charge is +1. For the total energy, the calculation gives -3585.2802 Eh. For the HOMO-LUMO gap (alpha / beta), the calculation gives 7.364 / 6.997 eV. The expectation value of S² is 6.031. The energy above the lowest of the compared OMol25 structures with the same formula, charge and spin comes out at 0.0 kJ/mol.

Each line ends with the Löwdin spin population.
Atoms and positions in Å:
C 1.13979 0.95718 0.87599  0.179
C 0.18059 1.38280 -0.08020  0.181
C -1.06245 1.59811 0.56068  0.226
H 0.36105 1.61573 -1.12460  0.005
C -0.86442 1.53692 1.97792  0.038
C 0.53310 1.11068 2.18252  0.100
H 1.03156 1.17602 3.14277  0.005
H 2.20680 0.77427 0.71933  0.008
H -2.01249 1.88299 0.10734  0.008
H -1.52032 1.92822 2.75098  0.002
Co -0.66507 -0.35330 1.85157  2.655
C -2.03833 -1.13010 0.92723  0.257
H -2.89622 -0.89652 1.60752  0.036
H -1.95853 -2.23153 0.85005  0.033
H -2.29971 -0.76532 -0.07605  0.009
Si -0.18431 -0.48305 -3.12436  0.001
C 1.69287 -0.33861 -3.00990  0.000
C 2.59115 0.71890 -2.72886  0.000
H 2.23450 1.64060 -2.25826  0.000
C 3.96118 0.56702 -2.98854  0.000
H 4.65123 1.38407 -2.78917  0.000
C 4.46945 -0.63794 -3.47248  0.000
H 5.52268 -0.74133 -3.71699  0.000
C 3.60894 -1.72101 -3.62815  0.000
H 3.97783 -2.69826 -3.93736  0.000
C 2.25787 -1.58653 -3.32976  0.000
H 1.62553 -2.48499 -3.31389  0.000
C -1.16584 1.05334 -3.39572  0.000
C -0.69292 1.82696 -4.46698  0.000
H 0.36255 1.78920 -4.74218  0.000
C -1.59710 2.59532 -5.19679  0.000
H -1.27125 3.07217 -6.11458  0.000
C -2.91998 2.74052 -4.77789  0.000
H -3.63173 3.29239 -5.39243  0.000
C -3.33407 2.12022 -3.59951  0.000
H -4.35980 2.26322 -3.26237  0.000
C -2.45106 1.30797 -2.87685  0.000
H -2.76841 0.84862 -1.93655  0.000
H -0.61913 -0.82104 -1.75157  0.001
H -0.66219 -1.54674 -3.91454  0.000
C -0.82347 2.28481 5.60748  0.000
C -0.88561 0.81037 5.44459  0.003
N -0.38287 0.10381 4.48255  0.038
C -0.65729 -1.26864 4.55645  0.007
C -1.38408 -1.58008 5.69979  0.003
S -1.73818 -0.17383 6.64798  0.012
C -0.21579 -2.17918 3.53322  0.017
C -0.28247 -3.55260 3.53331  -0.002
S 0.56888 -4.24812 2.21140  0.027
C 0.99142 -2.65994 1.60617  0.045
N 0.42857 -1.68562 2.34477  0.094
C 1.81403 -2.47886 0.38397  0.005
H -0.54874 2.51168 6.64221  0.000
H -0.09173 2.71953 4.92476  0.000
H -1.80955 2.71688 5.39964  0.000
H -1.68030 -2.59250 5.94210  0.000
H -0.82543 -4.11845 4.28771  0.000
H 2.61655 -3.22472 0.39529  0.000
H 1.21125 -2.64976 -0.51700  0.001
H 2.26145 -1.48199 0.32624  0.001